Entry 1:
A cluster of 2 separate species, C5H10O in total, computed with ωB97M-V/def2-TZVPD.

Summary:
Strongest force on any atom: 0.0092 hartree/bohr
LUMO level: 0.0281 Ha

Each line ends with the Löwdin charge.
Atoms and positions in Å:
O 2.1670 1.3203 0.4826  -0.0705
C 2.7588 0.1547 0.4765  -0.0197
C 0.3460 -1.0877 -0.8003  -0.0761
C -0.5022 -0.3641 0.2242  -0.3705
C -1.9525 -0.1164 -0.0804  -0.1318
C -0.9924 1.0383 -0.0436  -0.1480
H 1.3650 1.3942 1.0391  0.0891
H 2.1972 -0.4857 1.2107  0.0057
H 1.3777 -0.7407 -0.8410  0.0167
H 0.3658 -2.1624 -0.5975  0.0868
H -0.0613 -0.9401 -1.8032  0.0868
H -0.2840 -0.6071 1.2649  0.1270
H -2.3155 -0.4390 -1.0529  0.1017
H -2.6832 -0.2032 0.7194  0.0988
H -0.6997 1.5010 -0.9826  0.1074
H -1.0867 1.7380 0.7840  0.0967

Entry 2:
A cluster of 11 separate species, C60H149N2O38P9 in total at a distorted geometry, computed with ωB97M-V/def2-TZVPD.

Summary:
Strongest force on any atom: 0.0990 hartree/bohr
LUMO level: 0.0171 Ha

Each line ends with the Löwdin charge.
Atoms and positions in Å:
C -7.0171 -1.6834 1.2643  -0.3830
O -6.1405 -1.0670 1.8778  -0.0132
N -7.0727 -2.9623 1.2774  -0.1657
C -8.0177 -3.6864 0.4129  -0.0302
C -5.9595 -3.7426 1.7749  -0.0394
H -7.8509 -1.2483 0.6919  0.1349
H -8.0329 -4.7614 0.5924  0.0923
H -7.6718 -3.5781 -0.6151  0.0316
H -8.9981 -3.2102 0.3987  0.0975
H -5.5774 -3.4138 2.7413  0.0891
H -6.1686 -4.7996 1.9398  0.0836
H -5.1587 -3.7506 1.0355  0.0841
C 0.1616 -0.8029 -1.3963  -0.2988
O -0.0275 -1.9858 -1.6791  -0.0139
N -0.2272 -0.2844 -0.2008  -0.1699
C -0.1058 1.1170 0.1597  -0.0326
C -0.7951 -1.2035 0.7777  -0.0451
H 0.6846 -0.0533 -2.0101  0.1375
H 0.6264 1.2661 0.9532  0.0884
H -1.1390 1.4163 0.3359  0.0715
H 0.3515 1.6977 -0.6414  0.0768
H -0.3284 -2.1882 0.8040  0.0794
H -0.7426 -0.8100 1.7928  0.0815
H -1.8518 -1.3895 0.5854  0.0710
C -0.0382 -2.9980 -10.6636  -0.0764
C -0.2994 -2.2320 -9.4082  -0.3338
O 0.1716 -2.9874 -8.3392  -0.1870
P 1.2441 -2.3031 -7.2296  0.5471
O 0.8943 -0.9279 -6.8132  -0.2418
O 2.7549 -2.4770 -7.8791  -0.2115
C 3.9553 -2.2230 -7.1574  -0.2516
C 4.9836 -3.4230 -7.1937  -0.0554
O 1.1491 -3.4018 -6.0778  -0.1670
C 0.8417 -3.0123 -4.7552  -0.2839
C 1.9869 -3.2454 -3.8033  -0.0735
H -0.4825 -2.6724 -11.6042  0.0770
H 1.0350 -3.1222 -10.8079  0.0798
H -0.4105 -4.0190 -10.5805  0.0770
H 0.1435 -1.2389 -9.4837  0.1160
H -1.3530 -2.0416 -9.2037  0.1075
H 4.2289 -1.3276 -7.7154  0.1144
H 3.7730 -1.9550 -6.1167  0.0889
H 4.9911 -3.7760 -8.2249  0.0666
H 5.9782 -3.1531 -6.8387  0.0459
H 4.7837 -4.2992 -6.5768  0.0694
H 0.3707 -2.0310 -4.8130  0.1010
H 0.0701 -3.6426 -4.3131  0.1133
H 2.8011 -3.7681 -4.3052  0.0756
H 2.4124 -2.2821 -3.5221  0.0663
H 1.8135 -3.7991 -2.8805  0.0727
C -3.7303 -2.9506 -6.9968  -0.0423
C -4.7551 -1.7909 -7.1888  -0.2228
O -4.1584 -0.6223 -6.6038  -0.2119
P -4.1102 0.7992 -7.3567  0.5357
O -5.4074 1.5245 -7.4278  -0.2420
O -2.9171 1.6440 -6.5528  -0.2178
C -1.6463 1.1130 -6.2923  -0.3096
C -1.1077 2.0330 -5.2315  -0.0647
O -3.2992 0.5297 -8.7892  -0.2178
C -3.2540 1.6384 -9.7679  -0.2150
C -2.4213 2.8505 -9.2553  -0.0804
H -3.7577 -3.4376 -6.0221  0.0627
H -3.8349 -3.8295 -7.6330  0.0760
H -2.7366 -2.5268 -7.1417  0.0640
H -4.9811 -1.7230 -8.2529  0.1194
H -5.6534 -1.9659 -6.5968  0.0916
H -1.6657 0.0636 -5.9978  0.1109
H -1.0143 1.1874 -7.1772  0.0985
H -1.7550 1.9581 -4.3578  0.0768
H -0.1065 1.7940 -4.8730  0.0723
H -1.0518 3.0708 -5.5602  0.0739
H -2.9362 1.2918 -10.7513  0.1137
H -4.2290 2.0993 -9.9259  0.1009
H -2.0442 3.5482 -10.0031  0.0740
H -2.7616 3.4331 -8.3992  0.0758
H -1.4755 2.4303 -8.9134  0.0573
C 6.8536 -0.6433 9.8710  -0.0467
C 5.5110 -1.3326 9.3902  -0.2345
O 4.9089 -0.5166 8.3706  -0.2116
P 3.4191 0.0835 8.4694  0.4953
O 3.3192 1.1086 9.5010  -0.2333
O 3.1793 0.6932 6.9640  -0.2043
C 3.8553 1.8399 6.4045  -0.2480
C 3.4701 2.2041 4.9528  -0.0607
O 2.2801 -1.1525 8.6033  -0.1966
C 0.8848 -0.8148 8.7752  -0.2685
C 0.5113 -0.5725 10.2026  -0.0738
H 6.6035 0.3005 10.3555  0.0755
H 7.2956 -1.3109 10.6106  0.0679
H 7.5666 -0.5004 9.0591  0.0676
H 5.5623 -2.3576 9.0231  0.1131
H 4.8121 -1.3601 10.2262  0.1059
H 3.5071 2.7496 6.8937  0.1140
H 4.9336 1.6826 6.4315  0.1140
H 4.3326 2.4909 4.3513  0.0672
H 3.1957 1.2433 4.5172  0.0739
H 2.6955 2.9657 4.8630  0.0565
H 0.6640 0.0801 8.1934  0.1096
H 0.3115 -1.6509 8.3749  0.1011
H 0.4607 -1.5102 10.7559  0.0792
H 1.2463 0.0257 10.7412  0.0787
H -0.5087 -0.2401 10.3953  0.0404
C -5.5586 7.7043 -0.0129  -0.0377
C -4.1510 7.2749 0.6251  -0.2766
O -4.4365 6.4789 1.7322  -0.2206
P -3.5371 5.1136 2.0288  0.5713
O -2.0728 5.1729 1.6410  -0.2607
O -3.7869 4.6606 3.6177  -0.2107
C -5.0784 4.9677 4.2581  -0.2527
C -5.3841 4.0816 5.4222  -0.0678
O -4.4266 4.0988 1.1404  -0.1655
C -3.8037 2.8539 0.7383  -0.2562
C -3.9412 1.6599 1.7055  -0.0579
H -5.6995 8.5291 -0.7114  0.0669
H -5.9469 6.7400 -0.3406  0.0678
H -6.2187 8.0080 0.7996  0.0622
H -3.5236 6.6415 -0.0019  0.0959
H -3.4785 8.1097 0.8223  0.1114
H -4.8551 5.9506 4.6729  0.1125
H -5.7906 5.1433 3.4519  0.1126
H -6.0650 4.5529 6.1309  0.0841
H -5.7219 3.0847 5.1389  0.0776
H -4.4929 3.8124 5.9891  0.0766
H -4.0841 2.4582 -0.2378  0.1137
H -2.7329 2.8227 0.5366  0.0765
H -4.9682 1.2981 1.6555  0.0626
H -3.1769 0.9096 1.5028  0.0604
H -3.7974 1.8863 2.7620  0.0598
C -3.2490 -2.9872 -1.8809  -0.0646
C -4.5616 -3.6561 -2.1105  -0.2782
O -5.5583 -2.7872 -1.6796  -0.1781
P -6.8074 -2.3584 -2.5331  0.4426
O -7.8030 -1.4775 -1.8772  -0.2115
O -7.2777 -3.8163 -2.9984  -0.1743
C -8.1986 -3.8032 -4.0138  -0.3227
C -7.5150 -4.2259 -5.2784  -0.0593
O -6.1461 -1.7273 -3.8881  -0.1802
C -6.2912 -0.3053 -4.1086  -0.2616
C -5.2476 0.4783 -3.3954  -0.0763
H -2.4469 -3.7035 -1.7025  0.0819
H -2.9125 -2.2916 -2.6496  0.0766
H -3.1476 -2.3734 -0.9859  0.0645
H -4.7092 -4.0242 -3.1258  0.1171
H -4.6253 -4.5309 -1.4634  0.1208
H -9.0050 -4.4944 -3.7687  0.1293
H -8.6416 -2.8159 -4.1446  0.1161
H -6.5034 -3.8274 -5.3557  0.0607
H -7.5785 -5.3097 -5.3749  0.0817
H -8.1233 -3.7684 -6.0587  0.0841
H -6.1915 -0.2699 -5.1934  0.0954
H -7.1795 0.2275 -3.7695  0.1211
H -5.2346 0.2030 -2.3408  0.0744
H -4.2292 0.1567 -3.6131  0.0697
H -5.2938 1.5596 -3.5250  0.0932
C 1.1359 4.3957 2.3494  -0.0441
C 2.1278 4.8819 1.2511  -0.2083
O 2.0339 3.8473 0.2329  -0.2268
P 2.8783 4.0865 -1.1598  0.5348
O 3.0606 2.8715 -2.0391  -0.2559
O 1.8569 5.1183 -1.9278  -0.1869
C 1.1660 4.7917 -3.0663  -0.3234
C -0.2068 5.4898 -3.0351  -0.0538
O 4.0691 5.0699 -0.7064  -0.2031
C 5.4083 4.5584 -0.3165  -0.2010
C 5.3984 3.8694 1.0257  -0.0737
H 0.6690 3.4197 2.2168  0.0652
H 1.5735 4.3851 3.3476  0.0513
H 0.2962 5.0871 2.4204  0.0493
H 1.7472 5.7874 0.7786  0.1196
H 3.1550 4.9541 1.6085  0.0811
H 1.7142 5.1039 -3.9552  0.1209
H 0.9477 3.7263 -3.1387  0.1012
H -0.5252 5.1852 -4.0321  0.0591
H -0.9101 4.9859 -2.3720  0.0749
H -0.2105 6.5771 -2.9584  0.0781
H 5.6798 3.8075 -1.0585  0.0989
H 6.0035 5.4694 -0.3782  0.1229
H 4.5454 3.2078 0.8747  0.0733
H 6.2250 3.2060 1.2803  0.0715
H 5.1645 4.5275 1.8625  0.0766
C 6.6402 -1.8793 4.9520  -0.0631
C 6.2070 -2.0983 3.4690  -0.2860
O 4.9685 -1.5386 3.0390  -0.1799
P 3.8319 -2.5712 2.4498  0.5597
O 2.7345 -1.8782 1.7244  -0.2411
O 4.6015 -3.6517 1.5059  -0.1838
C 5.4419 -3.3004 0.4825  -0.3242
C 4.7187 -3.5188 -0.7763  -0.0835
O 3.2960 -3.4191 3.8006  -0.2053
C 1.9035 -3.4471 4.0943  -0.2881
C 1.0407 -4.2958 3.1674  -0.0679
H 6.8028 -0.8274 5.1869  0.0709
H 5.9044 -2.3952 5.5688  0.0712
H 7.5418 -2.4179 5.2437  0.0745
H 7.0062 -1.6516 2.8776  0.1132
H 6.2705 -3.1859 3.4348  0.1129
H 5.5536 -2.2207 0.5817  0.1001
H 6.3036 -3.9533 0.3432  0.1336
H 3.8369 -2.8794 -0.8187  0.0796
H 5.2712 -3.2331 -1.6715  0.0782
H 4.3660 -4.5275 -0.9911  0.0891
H 1.8553 -3.8819 5.0927  0.1176
H 1.6600 -2.3852 4.1261  0.1081
H 1.4162 -5.3034 3.3464  0.0780
H -0.0219 -4.2204 3.3984  0.0765
H 1.1039 -4.0530 2.1067  0.0637
C -2.4779 0.9513 12.2030  -0.0543
C -3.0378 1.6752 10.9208  -0.2580
O -2.2688 1.2735 9.7833  -0.1862
P -2.9566 0.5603 8.5098  0.5159
O -4.4386 0.3655 8.7666  -0.2730
O -2.4788 1.4197 7.1749  -0.1989
C -2.4135 0.8325 5.8786  -0.2331
C -1.1283 1.4716 5.1740  -0.0297
O -2.1620 -0.7992 8.4506  -0.2074
C -2.8802 -2.0282 8.6325  -0.2413
C -2.5139 -3.0937 7.6131  -0.0719
H -1.4749 1.3250 12.4092  0.0714
H -3.0967 0.8801 13.0975  0.0760
H -2.2816 -0.0386 11.7912  0.0558
H -4.0927 1.4435 10.7740  0.0950
H -3.1714 2.7087 11.2406  0.1105
H -2.2577 -0.2454 5.9222  0.0969
H -3.3944 0.9174 5.4108  0.1103
H -1.1429 2.5102 4.8436  0.0683
H -0.2843 1.2775 5.8359  0.0625
H -0.9054 0.9358 4.2513  0.0553
H -2.2681 -2.4322 9.4388  0.1167
H -3.9462 -1.8713 8.7973  0.1150
H -2.8073 -4.1065 7.8891  0.0843
H -2.8222 -2.8898 6.5877  0.0704
H -1.4298 -3.0626 7.5043  0.0630
C 10.7280 -2.2354 -3.9274  -0.0547
C 9.1953 -2.0709 -4.3614  -0.2625
O 8.3954 -1.0761 -3.7447  -0.1885
P 6.8209 -0.8424 -4.1225  0.6009
O 6.1340 -2.0019 -4.7784  -0.2501
O 6.6974 0.5254 -5.0455  -0.2241
C 5.4390 1.1754 -5.5031  -0.1907
C 4.1670 1.1538 -4.6207  -0.0675
O 6.2314 -0.3495 -2.5834  -0.2370
C 6.7179 0.8077 -1.8704  -0.2403
C 6.7333 0.4865 -0.3139  -0.0417
H 11.3087 -1.4293 -4.3757  0.0667
H 10.9066 -2.0779 -2.8637  0.0610
H 11.0377 -3.2646 -4.1091  0.0710
H 9.3689 -1.7420 -5.3860  0.1039
H 8.7868 -3.0598 -4.5697  0.1098
H 5.6757 2.1760 -5.8648  0.1163
H 5.2097 0.5814 -6.3878  0.0916
H 3.5021 1.8723 -5.1001  0.0803
H 3.6048 0.2634 -4.3394  0.0738
H 4.4048 1.5671 -3.6405  0.0301
H 7.7275 1.0052 -2.2307  0.1079
H 6.0549 1.6417 -2.1007  0.0842
H 7.4532 -0.3294 -0.2501  0.0653
H 7.1300 1.3218 0.2631  0.0579
H 5.8477 -0.0259 0.0621  0.0640

Entry 3:
A cluster of 7 separate species, C3H20NO7S in total at a distorted geometry, computed with ωB97M-V/def2-TZVPD.

Summary:
Strongest force on any atom: 0.0545 hartree/bohr
Total charge: -1
LUMO level: 0.1090 Ha

Each line ends with the Löwdin charge.
Atoms and positions in Å:
C -0.7304 1.8386 0.3065  -0.2961
C -0.0831 1.8795 -1.0932  -0.5595
S -0.8956 3.1035 -2.1933  0.6685
N -0.1386 0.7277 1.0716  -0.0581
C -0.9538 0.3254 2.2372  -0.2814
O -2.1239 -0.3309 1.8229  -0.1161
H -1.9065 1.7750 0.1946  0.1316
H -0.5477 2.7254 0.8547  0.0855
H 0.9856 2.1396 -1.0012  0.0672
H -0.0380 0.8774 -1.5782  0.0536
H -1.9704 2.3841 -2.5192  -0.1639
H 0.0644 -0.1372 0.5066  0.0911
H -1.3441 1.1706 2.7660  0.1046
H -0.3536 -0.3315 2.8892  0.1230
H 1.6579 -1.9269 0.0885  -0.0225
H 2.7308 -1.0623 0.8856  0.0072
O 2.5771 -1.9247 0.4148  -0.1258
H 1.9617 0.8915 1.3236  -0.0285
H 2.6726 0.5966 0.0454  -0.0002
O 2.8132 0.7077 1.0123  -0.0759
H -0.7108 -2.1981 0.0287  -0.0018
H 0.4186 -2.1774 -1.5953  0.0363
O 0.2955 -1.5170 -0.9135  -0.3584
H 1.5183 -0.5461 -1.3804  -0.0487
H 2.9610 -0.7484 -1.4144  0.0472
O 2.3166 -0.0398 -1.5225  -0.0893
H -1.1286 -0.9294 -1.2913  0.0137
H -2.2960 -0.2862 -0.4612  -0.0162
O -2.1446 -0.6695 -1.3254  -0.1362
H -1.9342 -1.2414 1.4163  0.0458
H -2.1645 -2.4837 -0.1065  -0.0107
O -1.5091 -2.5919 0.5309  -0.0860

Entry 4:
A cluster of 7 separate species, H14O7 in total at a distorted geometry, computed with ωB97M-V/def2-TZVPD.

Summary:
Strongest force on any atom: 0.0403 hartree/bohr
LUMO level: 0.0042 Ha

Each line ends with the Löwdin charge.
Atoms and positions in Å:
H 0.4737 0.4761 1.7768  0.0182
H -0.0837 -0.8431 1.2677  0.0388
H 0.7641 0.6094 3.6972  0.0051
H 2.0042 1.4608 3.4794  0.0357
H -1.9190 3.2352 0.0813  0.0521
H -1.2933 4.5342 0.5620  0.0608
H 1.4897 -3.2684 -0.8982  0.0334
H 1.3839 -4.6845 -1.4400  0.0400
H -1.7032 -2.1862 -1.3993  0.0124
H -2.4530 -3.0461 -0.3952  0.0442
H 0.0837 -1.2586 -3.4771  0.0482
H -0.8552 -2.3256 -2.9386  0.0202
H 0.5771 3.9633 -0.9526  0.0334
H 0.3192 2.6726 -0.1925  0.0204
O -0.3337 -0.0499 1.7550  -0.0494
O 1.2579 1.3443 4.0781  -0.0538
O -1.3905 3.9820 -0.2220  -0.0744
O 1.2592 -3.7628 -1.6928  -0.0732
O -1.5658 -2.8569 -0.7209  -0.0535
O 0.0670 -2.0460 -2.9215  -0.0632
O 0.8574 3.4719 -0.1722  -0.0954

Number 1: frontier orbital gap 9.53 eV. Number 2: frontier orbital gap 9.34 eV. Number 3: frontier orbital gap 9.02 eV. Number 4: frontier orbital gap 10.30 eV.